[1]
48
Properties=species:S:1:pos:R:3:forces:R:3:nbo_charge:R:1 method="wB97M-V/def2-TZVPD" charge=0 orbital_gap_ev=8.43 largest_force_ev_per_a=0.98 total_energy_ha=-998.6214 de_lowest_ev=1.933 e_homo_ev=-7.981 e_lumo_ev=0.45
C 0.453 -3.150 -5.836 0.020 0.243 0.062 -0.607
C 0.846 -2.008 -4.906 0.141 -0.190 0.087 -0.387
C 0.914 -2.426 -3.437 -0.268 0.101 -0.192 -0.393
C -0.448 -2.806 -2.857 0.255 0.127 0.231 -0.393
C -0.422 -2.980 -1.339 -0.023 -0.219 -0.258 -0.396
C 0.371 -4.206 -0.891 -0.212 0.111 0.186 -0.397
C 0.270 -4.483 0.610 0.222 0.017 -0.137 -0.385
C 1.037 -3.472 1.469 -0.370 -0.142 0.019 -0.497
C 0.286 -2.160 1.579 0.290 -0.068 0.098 0.680
O -0.867 -2.067 1.921 -0.202 -0.115 0.006 -0.593
N 1.046 -1.060 1.265 0.912 0.219 -0.267 -0.460
N 0.467 0.156 1.312 -0.552 0.180 0.152 -0.297
C 1.027 1.259 0.985 0.400 -0.377 -0.090 0.256
C 0.214 2.465 1.105 -0.185 0.150 0.034 -0.166
C 0.777 3.726 0.884 -0.213 -0.106 0.059 -0.154
C 0.042 4.886 0.969 0.040 0.229 -0.026 -0.349
C -1.315 4.822 1.280 0.261 -0.436 -0.019 0.351
C -1.900 3.590 1.513 -0.107 0.205 0.013 -0.343
C -1.163 2.409 1.441 0.141 0.267 -0.061 0.383
O -1.832 1.284 1.693 -0.216 -0.067 0.038 -0.667
H -1.227 0.508 1.653 0.142 0.120 -0.015 0.525
H -2.946 3.530 1.761 -0.153 -0.025 0.038 0.235
O -2.088 5.934 1.369 -0.106 0.124 0.016 -0.658
H -1.555 6.718 1.189 -0.036 -0.148 0.019 0.480
H 0.514 5.843 0.794 0.044 0.077 -0.015 0.205
H 1.825 3.810 0.646 0.109 -0.019 -0.041 0.206
C 2.444 1.388 0.485 -0.160 -0.267 0.092 -0.681
H 2.895 0.418 0.284 0.051 0.046 -0.026 0.205
H 3.058 1.899 1.226 0.068 0.043 -0.007 0.238
H 2.461 1.961 -0.439 0.048 0.030 -0.023 0.239
H 2.016 -1.174 0.979 -0.374 0.003 0.103 0.376
H 1.123 -3.870 2.483 0.062 0.095 0.005 0.241
H 2.043 -3.324 1.071 0.061 0.003 0.027 0.196
H -0.777 -4.468 0.917 -0.009 -0.075 0.053 0.223
H 0.669 -5.479 0.810 -0.051 0.015 0.063 0.207
H -0.011 -5.079 -1.426 0.050 -0.033 -0.083 0.204
H 1.423 -4.091 -1.162 0.073 -0.073 -0.060 0.189
H -0.007 -2.077 -0.891 -0.051 0.096 0.007 0.192
H -1.447 -3.078 -0.975 -0.017 0.048 0.092 0.212
H -0.802 -3.730 -3.317 -0.109 -0.030 -0.057 0.195
H -1.162 -2.016 -3.102 -0.066 -0.010 -0.086 0.202
H 1.606 -3.266 -3.341 0.112 -0.008 0.051 0.192
H 1.319 -1.591 -2.858 0.066 -0.016 0.097 0.193
H 0.130 -1.190 -5.014 0.033 0.089 0.000 0.194
H 1.827 -1.629 -5.207 -0.038 0.083 -0.025 0.196
H 0.498 -2.825 -6.873 -0.030 -0.057 -0.117 0.209
H -0.559 -3.487 -5.631 -0.107 -0.104 -0.028 0.203
H 1.130 -3.992 -5.711 0.052 -0.136 -0.016 0.199

=====

[2]
48
Properties=species:S:1:pos:R:3:forces:R:3:nbo_charge:R:1 method="wB97M-V/def2-TZVPD" charge=0 orbital_gap_ev=9.42 largest_force_ev_per_a=0.62 total_energy_ha=-998.6924 de_lowest_ev=0.000 e_homo_ev=-8.846 e_lumo_ev=0.57
C 0.302 4.766 0.618 -0.203 -0.142 -0.082 -0.607
C -0.765 4.235 -0.332 0.048 0.181 -0.088 -0.401
C -0.460 4.526 -1.802 0.035 -0.113 0.154 -0.381
H -0.248 5.591 -1.920 -0.060 0.061 -0.049 0.202
H -1.345 4.293 -2.397 -0.005 0.063 -0.076 0.202
C 0.726 3.722 -2.355 -0.227 0.146 -0.017 -0.424
C 0.445 2.248 -2.338 0.165 0.009 -0.006 -0.017
C 0.989 1.417 -1.368 -0.102 0.068 -0.101 -0.206
C 0.703 0.064 -1.336 -0.029 -0.141 -0.077 -0.217
C -0.158 -0.489 -2.278 0.092 0.391 0.131 0.122
C -0.690 0.333 -3.269 -0.021 -0.105 0.106 -0.218
C -0.390 1.680 -3.294 0.110 -0.046 0.070 -0.198
H -0.810 2.303 -4.071 -0.053 0.074 -0.098 0.215
H -1.338 -0.093 -4.021 -0.101 -0.047 -0.057 0.214
N -0.470 -1.856 -2.300 -0.001 -0.226 -0.538 -0.615
C -0.723 -2.722 -1.278 -0.041 0.197 0.104 0.803
O -0.951 -3.907 -1.522 0.044 -0.352 -0.104 -0.695
N -0.728 -2.232 -0.019 -0.004 0.117 0.058 -0.626
H -0.762 -1.236 0.130 0.026 -0.020 -0.048 0.414
C -0.928 -3.091 1.140 -0.250 -0.219 0.162 -0.163
C -0.414 -2.431 2.417 0.122 -0.423 -0.011 -0.396
H -1.052 -2.769 3.237 0.005 0.109 -0.073 0.248
H -0.541 -1.348 2.343 -0.051 0.113 0.071 0.195
C 1.045 -2.758 2.750 -0.034 0.351 -0.023 -0.211
C 1.395 -2.200 4.128 -0.049 -0.238 -0.202 -0.600
H 2.421 -2.447 4.390 0.116 0.015 0.073 0.209
H 0.738 -2.616 4.887 -0.059 -0.005 0.136 0.212
H 1.289 -1.118 4.138 -0.006 0.161 0.023 0.200
C 2.004 -2.202 1.700 -0.053 -0.321 0.146 -0.610
H 1.793 -2.618 0.717 0.037 0.018 -0.154 0.208
H 1.922 -1.117 1.652 -0.015 0.175 -0.042 0.194
H 3.031 -2.452 1.957 0.137 0.017 -0.015 0.213
H 1.155 -3.847 2.780 -0.043 0.000 -0.012 0.195
H -0.380 -4.025 0.947 -0.042 0.153 0.036 0.228
C -2.424 -3.482 1.266 0.587 0.173 0.091 0.783
O -3.098 -3.185 2.213 -0.175 -0.023 0.042 -0.585
O -2.891 -4.180 0.246 -0.273 -0.321 -0.444 -0.688
H -2.208 -4.310 -0.469 -0.096 0.188 0.357 0.514
H -0.667 -2.252 -3.210 0.011 -0.061 0.218 0.417
H 1.182 -0.566 -0.603 0.054 -0.082 0.072 0.217
H 1.663 1.828 -0.630 0.084 0.067 0.074 0.212
H 0.909 4.043 -3.383 0.105 0.008 0.032 0.217
H 1.621 3.938 -1.771 0.079 0.005 -0.054 0.208
H -0.878 3.158 -0.194 -0.113 -0.006 0.032 0.200
H -1.720 4.701 -0.080 -0.036 -0.090 0.012 0.205
H 1.258 4.277 0.451 0.166 -0.016 0.035 0.194
H 0.436 5.837 0.480 0.065 0.123 0.019 0.202
H 0.009 4.589 1.651 0.058 0.014 0.117 0.212

=====

[3]
49
Properties=species:S:1:pos:R:3:forces:R:3:nbo_charge:R:1 method="wB97M-V/def2-TZVPD" charge=0 orbital_gap_ev=9.86 largest_force_ev_per_a=0.81 total_energy_ha=-1396.8262 de_lowest_ev=0.940 e_homo_ev=-9.213 e_lumo_ev=0.65
C 7.766 0.790 0.270 -0.222 0.147 0.064 -0.609
C 6.376 1.323 0.596 -0.095 -0.265 -0.019 -0.400
C 5.358 0.210 0.834 0.052 0.417 0.532 -0.231
N 5.027 -0.484 -0.394 -0.565 -0.550 -0.179 -0.862
S 3.815 -1.633 -0.217 0.433 0.125 -0.172 2.308
O 3.938 -2.311 1.046 -0.228 0.311 0.045 -0.943
O 3.834 -2.420 -1.416 -0.027 0.206 -0.146 -0.940
C 2.379 -0.582 -0.197 0.460 -0.331 0.133 -0.352
C 1.623 -0.448 0.950 0.075 -0.110 0.110 -0.182
C 0.526 0.397 0.945 0.025 -0.005 -0.024 -0.208
C 0.189 1.103 -0.205 0.042 0.066 0.114 0.000
C 0.965 0.950 -1.351 0.122 -0.116 0.030 -0.168
C 2.063 0.109 -1.351 -0.079 0.067 -0.199 -0.191
H 2.677 -0.031 -2.225 0.035 0.070 -0.174 0.237
H 0.707 1.496 -2.247 -0.014 0.059 -0.095 0.204
C -1.026 1.986 -0.234 -0.190 -0.117 -0.019 -0.428
H -0.853 2.828 -0.905 0.001 -0.003 0.028 0.213
H -1.236 2.362 0.767 0.025 0.075 -0.085 0.242
C -2.251 1.199 -0.722 0.165 0.207 0.279 -0.493
C -2.842 0.353 0.402 0.040 0.027 -0.424 0.695
O -2.488 0.488 1.559 0.161 0.208 0.334 -0.651
N -3.778 -0.558 0.050 -0.111 -0.360 0.099 -0.438
C -4.405 -0.715 -1.241 -0.191 0.276 -0.333 -0.210
H -3.889 -0.131 -1.999 0.040 -0.081 0.043 0.214
C -5.877 -0.297 -1.165 0.065 -0.303 -0.054 -0.406
C -6.598 -1.120 -0.101 -0.010 0.307 0.099 -0.399
C -5.877 -0.975 1.236 0.066 -0.255 -0.160 -0.406
C -4.407 -1.362 1.081 -0.059 0.091 0.510 -0.226
H -3.860 -1.195 2.010 -0.060 -0.123 -0.147 0.250
H -4.325 -2.418 0.799 0.007 0.011 0.012 0.186
H -6.342 -1.610 1.992 -0.011 0.022 0.070 0.213
H -5.937 0.060 1.576 0.005 0.035 0.074 0.203
H -7.634 -0.791 -0.010 -0.038 -0.079 -0.030 0.212
H -6.604 -2.171 -0.399 -0.050 -0.068 -0.024 0.195
H -6.345 -0.437 -2.140 -0.009 0.050 -0.046 0.212
H -5.934 0.763 -0.907 0.008 0.073 -0.045 0.199
H -4.345 -1.774 -1.524 0.035 0.071 -0.058 0.192
H -1.959 0.560 -1.556 -0.116 0.046 -0.072 0.223
H -3.021 1.895 -1.064 -0.041 -0.066 -0.102 0.228
H -0.088 0.502 1.825 -0.034 0.011 0.064 0.245
H 1.905 -1.012 1.826 -0.016 -0.028 0.145 0.244
H 5.830 -0.908 -0.836 0.029 -0.264 -0.195 0.398
H 5.728 -0.490 1.596 -0.053 0.130 -0.013 0.193
H 4.418 0.635 1.199 0.113 0.055 0.136 0.206
H 6.427 1.935 1.499 -0.050 0.031 -0.016 0.208
H 6.020 1.952 -0.221 -0.045 0.104 0.041 0.206
H 7.762 0.235 -0.665 0.109 -0.077 -0.131 0.195
H 8.471 1.612 0.171 0.116 -0.008 -0.059 0.216
H 8.116 0.131 1.062 0.087 -0.088 0.057 0.206